[1]
Entry from OMol25: a structure of composition C2H5N3OS at a distorted geometry (wB97M-V/def2-TZVPD).

Last column: Löwdin charge in e.
Cartesian coordinates (Å):
S (0.784611, 2.321836, 1.312062)  0.71
O (0.788112, 1.019538, -0.785781)  -0.12
N (0.251369, -0.158184, -1.173413)  -0.13
N (-1.256752, -0.243781, 2.002898)  -0.02
N (-0.327546, -0.032240, 0.933933)  -0.18
C (0.676866, -0.876735, -2.379264)  0.11
C (0.289845, 1.012048, 0.566764)  -1.00
H (-1.374362, 0.703686, 2.411197)  0.04
H (-0.958649, -0.486468, -0.013609)  0.24
H (1.416380, -0.397652, -3.044603)  0.06
H (0.328650, -1.855415, -2.732451)  0.06
H (-0.618523, -1.006632, 2.902266)  0.22

Force components x, y, z for each atom (eV/Å):
0.2029 1.7926 1.9439
-1.2780 -2.3915 0.1576
1.6590 -6.0763 -9.8375
3.1577 -1.1146 3.6414
-6.1164 -5.3143 -1.8222
-0.3316 5.2109 4.6962
2.3621 3.3462 -0.6480
0.1750 -0.7662 0.5148
3.3914 1.4901 3.0799
-0.2223 -0.1642 0.5568
-0.5937 0.5714 1.0831
-2.4063 3.4161 -3.3661

Values from the calculation:
- Frontier orbital gap: 8.50 eV
- Relative energy (zero: lowest compared OMol25 entry of this formula, charge and spin): 8.2968 eV
- HOMO: -0.3185 hartree
- Max |F|: 11.68 eV/A

---

[2]
Entry from OMol25: a structure of composition C14H32MnNO3P2Si at a distorted geometry (wB97M-V/def2-TZVPD).

Last column: Löwdin charge in e.
Cartesian coordinates (Å):
Mn (0.100412, 0.147976, -0.466551)  0.76
P (-1.675677, 1.740236, 0.159003)  0.78
P (1.076929, -2.199194, -0.808889)  0.84
Si (2.645393, 2.503130, 0.092635)  0.41
O (1.691038, 1.101701, 0.345483)  -0.31
O (-3.868038, -2.462389, 3.893175)  -0.05
O (1.650983, -2.633152, 3.932375)  -0.05
N (-1.607531, -0.985784, -1.194751)  -0.04
C (2.295059, 3.620255, 1.543201)  -0.15
C (4.390460, 1.858464, 0.104068)  -0.15
C (-1.458633, -2.084430, -1.952611)  -0.37
C (2.117246, 3.210643, -1.548791)  -0.15
C (-1.961804, 3.178612, -0.923155)  -0.24
C (-3.021633, 0.613790, -0.055800)  -0.30
C (-2.884386, -0.553206, -0.838899)  -0.37
C (-4.008764, -1.285550, -1.301964)  -0.04
C (-3.843722, -2.343392, -2.174295)  -0.05
C (2.730311, -2.542031, -1.494564)  -0.26
C (-0.054216, -2.606360, -2.198465)  -0.30
C (0.769882, -3.554346, 0.371236)  -0.24
C (-2.550849, -2.737667, -2.517722)  -0.06
C (-1.682790, 2.377008, 1.864996)  -0.25
H (-2.360851, -3.564301, -3.195215)  0.11
H (-1.005244, 3.605996, -1.247115)  0.01
H (-0.676807, 2.721544, 2.148053)  0.02
H (1.145585, -3.268840, 1.363988)  0.02
H (2.474705, 3.094917, 2.492644)  0.05
H (2.252241, 2.475703, -2.356067)  0.04
H (-4.026453, 0.854430, 0.303078)  0.07
H (4.575682, 1.188792, -0.746782)  0.04
H (-1.994898, 1.572422, 2.544964)  0.05
H (0.832700, 1.199872, 0.827630)  -0.02
H (4.588924, 1.296164, 1.027393)  0.05
H (5.111161, 2.687254, 0.047779)  0.05
H (2.910347, -3.622982, -1.595228)  0.06
H (1.265839, 4.004379, 1.544424)  0.03
H (-2.385420, 3.218005, 1.947476)  0.05
H (-0.309488, -3.741124, 0.444093)  0.06
H (-2.545181, 3.942552, -0.393045)  0.05
H (-3.622899, -1.736034, 4.447205)  0.01
H (-4.705268, -2.863560, -2.586108)  0.12
H (1.096099, -1.978717, 3.541431)  0.00
H (3.470832, -2.112707, -0.804716)  0.04
H (2.743971, 4.083645, -1.784509)  0.05
H (1.276791, -4.472903, 0.042761)  0.06
H (1.067763, 3.535740, -1.554010)  0.01
H (-3.024094, -2.853552, 3.609994)  0.04
H (-2.521146, 2.843437, -1.805262)  0.06
H (2.391791, -2.120618, 4.295713)  0.05
H (2.835752, -2.053262, -2.473555)  0.05
H (-0.069795, -3.693498, -2.348007)  0.10
H (-4.989043, -0.948047, -0.969795)  0.12
H (0.369609, -2.141006, -3.103380)  0.10
H (2.977123, 4.481984, 1.504451)  0.05

Force components x, y, z for each atom (eV/Å):
-1.4237 -2.0211 -1.8105
-1.1679 -0.9543 -0.0129
-0.1531 -0.3330 -0.3312
0.3335 0.4417 0.2163
-0.3801 -0.2837 0.5116
0.3309 -0.8186 -0.7484
0.9722 -0.3247 0.3907
0.0174 0.2887 0.3454
0.0492 0.0282 -0.0445
-0.0146 -0.0419 -0.0627
-1.0185 -0.7030 -0.7515
0.0830 0.0079 -0.0361
0.1955 0.4185 -0.0435
0.1904 -0.1621 0.0740
0.7731 0.7314 0.2324
-0.2564 -0.5558 -0.3510
-0.3932 0.9308 0.6927
0.2374 0.0795 0.1439
0.0352 0.1816 -0.1805
0.0537 0.0439 0.3603
1.4167 -0.2705 0.0688
0.0161 0.3005 0.2360
-0.1255 0.0282 0.1758
-0.3076 0.1239 0.0553
-0.3567 0.0381 0.0313
-0.0607 -0.2514 -0.2290
-0.0270 0.1448 -0.2232
0.0091 0.1889 0.1470
0.3652 0.1311 -0.2001
-0.0015 0.1563 0.1643
0.1135 0.2436 -0.2304
1.3304 1.4385 0.9744
-0.0451 0.1693 -0.2019
-0.1707 -0.2183 -0.0071
-0.0702 0.3681 -0.0256
0.2279 -0.0366 -0.0103
0.1847 -0.2347 0.1184
0.2317 0.0875 -0.0211
0.1075 -0.1214 -0.1905
0.1678 0.6622 0.5755
0.1386 0.0971 0.1180
-0.7307 0.7175 -0.3528
-0.0705 -0.2157 -0.2690
-0.1966 -0.1952 -0.0240
-0.1821 0.2575 0.0729
0.2955 -0.0406 0.0376
-0.5048 0.1479 0.1851
0.1886 0.0428 0.2548
-0.2625 -0.3584 -0.0598
0.0057 -0.1402 0.2949
-0.0356 0.2500 -0.1007
0.1866 -0.1657 -0.1909
-0.0944 -0.1507 0.1633
-0.2073 -0.1485 0.0683

Values from the calculation:
- Spin multiplicity: 6
- Frontier orbital gap (spin up / spin down): 6.21 / 5.64 eV
- Relative energy (zero: lowest compared OMol25 entry of this formula, charge and spin): 2.3967 eV
- HOMO (spin up / spin down): -0.3434 / -0.3425 hartree
- Total charge: +1
- <S²>: 8.756
- Max |F|: 3.06 eV/A